Computed, not measured: one molecule with the formula C8H22N4O4P2S at a distorted geometry, with wB97M-V/def2-TZVPD.

The value obtained for the HOMO energy is -7.6 eV. As for the total charge: 0. Its frontier orbital gap is 7.94 eV. For the max |F|, the calculation gives 5.71 eV/A.

Last column: Löwdin charge in e.
Geometry (Å):
C  -0.34  -3.12  -0.19  -0.349
P  0.06  -2.17  -1.77  0.840
C  -1.42  -1.49  -2.70  -0.350
C  1.54  -0.98  -1.63  -0.429
C  1.56  0.17  -2.84  -0.239
O  0.93  1.43  -2.48  -0.380
S  1.89  2.41  -1.47  1.071
O  3.42  2.01  -1.57  -0.457
O  1.52  2.14  0.17  -0.373
C  0.96  0.81  0.43  -0.555
C  -0.65  0.66  0.21  -0.090
C  -1.61  1.55  1.19  -0.582
N  -2.89  1.83  0.36  -0.007
N  -1.08  2.92  1.55  0.040
N  -2.14  0.78  2.41  0.021
P  1.19  0.62  2.37  0.939
N  0.51  -0.93  2.94  -0.193
O  2.92  0.64  2.67  -0.354
C  1.88  -0.41  -0.15  -0.201
H  -0.69  -4.21  -0.51  0.062
H  0.58  -3.15  0.54  0.042
H  -1.29  -2.63  0.33  0.039
H  -1.99  -0.57  -2.24  0.032
H  -2.25  -2.35  -2.82  0.066
H  -1.10  -1.21  -3.81  0.053
H  2.49  -1.66  -1.92  0.123
H  2.64  0.27  -3.34  0.141
H  0.89  -0.31  -3.71  0.117
H  -1.03  0.83  -0.89  0.105
H  -0.91  -0.48  0.46  0.092
H  -3.39  0.89  0.42  0.077
H  -3.48  2.46  0.95  0.067
H  -1.49  3.24  2.47  0.084
H  -1.39  3.60  0.79  0.097
H  -2.96  1.26  2.83  0.076
H  -2.34  -0.22  2.16  0.065
H  1.13  -1.42  3.62  0.047
H  0.23  -1.55  2.15  -0.009
H  3.27  -0.28  2.50  0.048
H  3.03  -0.10  -0.09  0.138
H  1.78  -1.31  0.63  0.085